ORCA calculation (ωB97M-V/def2-TZVPD) on C46H37ClHfN5P2S2 as an isolated structure.

Atoms and positions in Å:
Hf (0.603, 0.665, 1.337)
N (-2.889, 0.629, 0.884)
C (-2.543, 1.137, 2.127)
C (-3.626, 1.469, 2.954)
C (-3.405, 1.991, 4.202)
C (-2.088, 2.182, 4.624)
C (-1.079, 1.834, 3.772)
N (-1.269, 1.319, 2.520)
C (-2.216, 0.070, -0.179)
C (-2.976, -0.299, -1.299)
C (-2.351, -0.859, -2.385)
C (-0.963, -1.046, -2.361)
C (-0.288, -0.662, -1.238)
N (-0.893, -0.118, -0.146)
H (-3.888, 0.639, 0.740)
H (-4.635, 1.306, 2.598)
H (-4.239, 2.244, 4.843)
H (-1.855, 2.596, 5.594)
H (-0.052, 1.992, 4.066)
H (-4.045, -0.138, -1.299)
H (-2.930, -1.145, -3.252)
H (-0.432, -1.477, -3.197)
H (0.792, -0.776, -1.177)
Cl (-0.935, -1.528, 2.658)
C (-0.521, -3.073, 1.901)
C (-1.441, -4.094, 2.021)
C (-1.105, -5.333, 1.492)
C (0.127, -5.522, 0.884)
C (1.029, -4.475, 0.785)
C (0.711, -3.209, 1.283)
P (1.904, -1.835, 1.331)
C (2.835, -2.197, 2.849)
C (3.814, -3.194, 2.844)
C (4.443, -3.556, 4.024)
C (4.091, -2.945, 5.220)
C (3.095, -1.979, 5.238)
C (2.468, -1.609, 4.058)
C (3.001, -2.120, -0.084)
C (4.352, -1.788, -0.009)
C (5.167, -1.932, -1.121)
C (4.645, -2.390, -2.321)
C (3.299, -2.718, -2.407)
C (2.482, -2.586, -1.296)
H (-2.383, -3.938, 2.526)
H (-1.804, -6.154, 1.575)
H (0.394, -6.493, 0.492)
H (1.992, -4.645, 0.324)
H (4.087, -3.700, 1.929)
H (5.203, -4.326, 4.010)
H (4.580, -3.236, 6.140)
H (2.801, -1.519, 6.171)
H (1.685, -0.863, 4.101)
H (4.780, -1.428, 0.917)
H (6.218, -1.692, -1.045)
H (5.286, -2.506, -3.183)
H (2.891, -3.098, -3.333)
H (1.446, -2.894, -1.372)
S (2.623, 1.304, -0.135)
P (3.518, 1.992, 1.579)
S (2.152, 1.610, 3.084)
C (3.851, 3.740, 1.518)
C (5.133, 4.213, 1.791)
C (5.374, 5.580, 1.768)
C (4.347, 6.464, 1.480)
C (3.066, 5.991, 1.211)
C (2.820, 4.634, 1.226)
C (5.027, 1.100, 1.893)
C (5.265, 0.481, 3.119)
C (6.480, -0.154, 3.332)
C (7.450, -0.153, 2.340)
C (7.213, 0.475, 1.121)
C (5.999, 1.096, 0.888)
H (5.940, 3.535, 2.033)
H (6.367, 5.951, 1.981)
H (4.541, 7.528, 1.469)
H (2.267, 6.688, 0.997)
H (1.828, 4.262, 1.015)
H (4.515, 0.481, 3.898)
H (6.672, -0.639, 4.280)
H (8.400, -0.637, 2.518)
H (7.978, 0.482, 0.356)
H (5.812, 1.574, -0.066)
N (-1.536, 6.949, 1.780)
C (-1.280, 6.058, 1.104)
C (-0.930, 4.948, 0.265)
C (-0.888, 5.044, -1.121)
C (-0.510, 3.919, -1.838)
C (-0.188, 2.762, -1.157)
N (-0.236, 2.655, 0.182)
C (-0.602, 3.741, 0.872)
H (-1.140, 5.972, -1.616)
H (-0.456, 3.939, -2.916)
H (0.127, 1.884, -1.707)
H (-0.627, 3.673, 1.950)

As for the LUMO energy: -0.3228 hartree. Its HOMO-LUMO gap is 7.4 eV. The electronic energy is -4035.55559 Eh. The value obtained for the HOMO energy is -0.5940 Ha. The value obtained for the energy above the lowest of the compared OMol25 structures with the same formula, charge and spin is 49.3 kJ/mol. Its charge is +3.